No. 1
Formula: C31H32Br2Cl5N7ORe
Source: the OMol25 dataset
Level of theory: wB97M-V/def2-TZVPD

The geometry in ORCA input format:
```
! wB97M-V def2-TZVPD RIJCOSX def2/J DEFGRID3
* xyz 2 4
Re -0.405 -0.128 1.282
Cl 3.287 -0.378 -0.430
C 2.950 -0.064 1.175
C 1.680 0.113 1.766
C 1.631 0.795 2.964
Cl -0.027 1.261 3.340
C 2.672 1.137 3.787
Cl 2.437 1.972 5.255
C 3.928 0.741 3.329
Cl 5.308 1.028 4.292
C 4.021 0.140 2.081
Cl 5.649 -0.300 1.579
Br -2.260 -3.204 -2.243
C -1.920 -3.584 -0.434
C -2.248 -4.847 0.101
C -1.969 -5.146 1.404
Br -2.398 -6.853 2.070
C -1.359 -4.182 2.252
C -1.023 -4.376 3.608
C -0.446 -3.357 4.319
C -0.179 -2.137 3.690
N -0.478 -1.912 2.421
C -1.067 -2.925 1.697
C -1.333 -2.618 0.340
O -0.991 -1.402 -0.112
H -2.716 -5.585 -0.535
H -1.215 -5.334 4.074
H -0.190 -3.478 5.361
H 0.310 -1.336 4.228
C 3.400 1.097 -0.893
N 2.439 -1.554 -0.726
C 1.673 -2.725 -1.076
C 1.468 -0.177 -2.903
N 0.599 0.234 -2.228
C -0.745 0.614 -2.382
C -1.316 0.358 -3.638
C -2.607 0.714 -3.934
C -3.357 1.335 -2.936
C -2.796 1.551 -1.698
C -1.470 1.202 -1.362
N -1.078 1.424 -0.001
C -1.680 2.540 0.512
N -1.488 3.718 -0.091
C -2.473 4.795 -0.098
C -0.331 3.936 -0.951
N -2.428 2.481 1.625
C -2.532 3.588 2.574
C -3.209 1.301 1.979
N 2.403 -0.622 -3.636
C 3.423 0.308 -4.165
C 2.606 -2.076 -3.834
H 4.440 -0.564 0.151
H 3.547 2.159 -0.924
H 4.260 -0.691 -1.491
H 2.293 -3.468 -1.582
H 0.831 -2.467 -1.721
H 1.262 -3.198 -0.182
H -0.709 -0.142 -4.383
H -3.027 0.512 -4.909
H -4.381 1.630 -3.120
H -3.418 2.001 -0.933
H -3.429 4.443 0.278
H -2.613 5.117 -1.131
H -2.141 5.653 0.487
H 0.468 3.251 -0.678
H 0.010 4.962 -0.813
H -0.589 3.792 -2.003
H -3.456 4.155 2.456
H -1.680 4.254 2.466
H -2.520 3.172 3.582
H -3.205 0.574 1.166
H -4.246 1.599 2.148
H -2.845 0.843 2.903
H 3.075 1.333 -4.070
H 3.592 0.074 -5.213
H 4.347 0.178 -3.603
H 1.657 -2.557 -4.056
H 3.056 -2.504 -2.942
H 3.271 -2.198 -4.685
*
```

Values from the calculation:
expectation value of S²: 3.78
highest occupied orbital energy (spin up / spin down): -12.46 / -12.47 eV
energy above the lowest of the compared OMol25 structures with the same formula, charge and spin: 445.0 kcal/mol
gap between HOMO and LUMO (spin up / spin down): 0.260 / 0.236 Ha



No. 2
Formula: C31H32ClCrN3O4S
Source: the OMol25 dataset
Level of theory: wB97M-V/def2-TZVPD

The geometry in ORCA input format:
```
! wB97M-V def2-TZVPD RIJCOSX def2/J DEFGRID3
* xyz 1 2
Cr 0.072 0.003 0.424
C -0.675 -4.294 -1.044
C -1.218 -3.166 -0.202
C -0.548 -2.824 0.971
C 0.675 -3.597 1.395
C -1.072 -1.827 1.824
C -0.664 -1.837 3.287
C -2.195 -1.089 1.402
C -2.798 -0.034 2.297
C -2.849 -1.418 0.196
C -4.072 -0.609 -0.159
C -2.383 -2.478 -0.584
C -3.067 -2.895 -1.865
H 0.146 -3.945 -1.682
H -1.430 -4.729 -1.690
H -0.279 -5.095 -0.421
H 0.395 -4.567 1.817
H 1.245 -3.061 2.149
H 1.338 -3.788 0.552
H 0.240 -1.277 3.515
H -0.495 -2.867 3.599
H -1.461 -1.440 3.909
H -3.693 -0.423 2.791
H -3.091 0.841 1.722
H -2.104 0.302 3.060
H -3.802 0.438 -0.320
H -4.792 -0.626 0.660
H -4.589 -0.968 -1.042
H -3.590 -3.845 -1.730
H -2.344 -3.036 -2.669
H -3.798 -2.173 -2.213
N 3.267 -1.506 -1.629
C 3.987 -1.545 -0.445
C 5.319 -1.840 -0.187
C 5.710 -1.814 1.135
C 4.798 -1.520 2.160
C 3.476 -1.229 1.894
C 3.069 -1.225 0.561
N 1.822 -1.003 -0.027
C 1.999 -1.182 -1.326
C 0.906 -0.987 -2.255
C 0.865 -1.060 -3.611
S -0.692 -0.625 -4.157
C -1.192 -0.376 -2.543
N -0.274 -0.613 -1.659
H 3.634 -1.662 -2.552
H 6.012 -2.084 -0.980
H 6.738 -2.035 1.389
H 5.141 -1.526 3.185
H 2.784 -1.022 2.694
H 1.645 -1.320 -4.307
H -2.191 -0.055 -2.289
Cl -0.040 2.107 2.716
C 1.034 0.836 2.061
H 1.252 0.199 2.911
H 1.954 1.323 1.743
O -1.334 1.413 -0.049
C -0.383 2.200 -0.391
O 0.772 1.677 -0.473
C -0.593 3.629 -0.634
C -1.872 4.159 -0.535
C -2.105 5.523 -0.710
C -1.008 6.304 -0.976
O -0.967 7.641 -1.183
C 0.411 7.985 -1.358
O 1.161 6.771 -1.360
C 0.275 5.773 -1.078
C 0.522 4.442 -0.910
H -2.696 3.496 -0.309
H -3.097 5.945 -0.641
H 0.736 8.615 -0.528
H 0.538 8.497 -2.311
H 1.514 4.020 -0.983
*
```

Values from the calculation:
expectation value of S²: 0.81
highest occupied orbital energy (spin up / spin down): -10.38 / -10.36 eV
energy above the lowest of the compared OMol25 structures with the same formula, charge and spin: 4.1 kcal/mol
gap between HOMO and LUMO (spin up / spin down): 0.253 / 0.263 Ha



No. 3
Formula: C31H32F5N2P2PdS
Source: the OMol25 dataset
Level of theory: wB97M-V/def2-TZVPD

The geometry in ORCA input format:
```
! wB97M-V def2-TZVPD RIJCOSX def2/J DEFGRID3
* xyz 1 1
Pd 0.825 -0.083 -0.292
C -0.629 -1.488 2.441
C -0.951 -0.041 2.729
P 0.070 1.039 1.658
C 1.631 1.204 2.576
C 2.840 1.064 1.901
C 4.043 1.148 2.585
C 4.047 1.395 3.947
C 2.848 1.562 4.628
C 1.646 1.464 3.948
C -0.757 2.636 1.703
C -2.065 2.693 1.218
C -2.766 3.885 1.262
C -2.162 5.025 1.775
C -0.851 4.978 2.222
C -0.141 3.787 2.182
P -0.569 -1.772 0.624
C -0.677 -3.574 0.407
C -1.651 -4.279 1.115
C -1.787 -5.644 0.947
C -0.964 -6.319 0.058
C -0.014 -5.623 -0.671
C 0.132 -4.254 -0.497
C -2.197 -1.244 -0.003
C -2.305 -0.991 -1.370
C -3.519 -0.618 -1.923
C -4.639 -0.490 -1.114
C -4.547 -0.766 0.242
C -3.335 -1.148 0.794
H -1.324 -2.167 2.936
H 0.374 -1.725 2.809
H -0.756 0.208 3.773
H -1.996 0.191 2.529
H 2.855 0.908 0.825
H 4.973 1.018 2.049
H 4.985 1.464 4.482
H 2.850 1.769 5.689
H 0.720 1.604 4.491
H -2.530 1.808 0.795
H -3.781 3.927 0.892
H -2.714 5.954 1.819
H -0.376 5.871 2.605
H 0.885 3.758 2.523
H -2.320 -3.763 1.792
H -2.540 -6.182 1.506
H -1.070 -7.388 -0.071
H 0.618 -6.143 -1.378
H 0.867 -3.721 -1.071
H -1.427 -1.107 -1.999
H -3.597 -0.433 -2.987
H -5.585 -0.190 -1.543
H -5.425 -0.697 0.871
H -3.293 -1.389 1.848
F 2.590 -0.281 -2.594
C 1.882 -1.092 -1.732
F 1.084 -1.860 -2.558
C 2.980 -1.994 -1.146
F 4.002 -1.227 -0.726
F 3.457 -2.862 -2.052
F 2.556 -2.703 -0.079
C 2.457 3.040 -4.737
N 1.907 2.728 -3.429
C 0.971 1.860 -3.080
S 0.369 1.974 -1.450
N 0.410 0.966 -3.877
C 0.837 0.406 -5.151
H 2.958 4.001 -4.657
H 1.665 3.133 -5.478
H 3.188 2.297 -5.057
H 2.231 3.282 -2.652
H -0.322 0.451 -3.411
H 1.686 0.939 -5.559
H 0.014 0.451 -5.862
H 1.126 -0.634 -4.994
*
```

Values from the calculation:
highest occupied orbital energy: -11.09 eV
energy above the lowest of the compared OMol25 structures with the same formula, charge and spin: 0.0 kcal/mol
gap between HOMO and LUMO: 0.296 Ha